C7H9NO3 | ωB97M-V/def2-TZVPD

- ΔE to the lowest compared entry with this formula, charge and spin: 144.7 kcal per mole
- Total charge: 0
- Maximum force: 0.0975 Eh/bohr

```
20
C7H9NO3, DFT ωB97M-V/def2-TZVPD
C 0.258 -2.211 -0.445
C 0.908 -1.685 0.642
C -0.195 0.886 -0.743
C -1.395 0.198 -1.314
C 1.559 -0.410 0.367
C -1.304 0.396 0.172
C 1.689 0.499 1.657
N -0.010 -2.571 -1.518
O 1.067 0.310 -0.737
O -2.165 1.107 -2.028
O -2.009 1.095 1.068
H 0.732 -2.010 1.574
H -0.210 1.887 -0.768
H -1.280 -0.733 -1.820
H 2.588 -0.659 0.110
H 0.639 0.856 1.694
H 2.433 1.368 1.375
H 1.986 0.046 2.562
H -2.324 0.632 -2.874
H -2.964 1.000 1.027
```

***

C5H7NO | ωB97M-V/def2-TZVPD

- ΔE to the lowest compared entry with this formula, charge and spin: 164.0 kcal per mole
- Total charge: 0
- Maximum force: 0.0076 Eh/bohr

```
14
C5H7NO, DFT ωB97M-V/def2-TZVPD
C 0.800 -1.619 0.092
C 0.492 0.458 0.589
N 0.218 1.586 1.304
C -0.905 0.661 0.803
C -1.053 0.482 -0.707
C 0.523 0.103 -0.815
O 1.300 0.227 -1.751
H 0.552 -2.170 -0.817
H 0.246 -2.002 0.950
H 1.877 -1.645 0.253
H 0.437 2.453 0.811
H -1.538 0.267 1.587
H -1.126 1.419 -1.267
H -1.823 -0.221 -1.032
```

***

C54H138N8O22 | ωB97M-V/def2-TZVPD

- ΔE to the lowest compared entry with this formula, charge and spin: 241.2 kcal per mole
- Total charge: 0
- Maximum force: 0.0683 Eh/bohr

```
222
C54H138N8O22, DFT ωB97M-V/def2-TZVPD
C -4.485 0.825 -2.602
O -3.055 0.893 -2.473
C -2.398 -0.177 -3.170
C -2.885 -0.255 -4.623
N -2.007 -1.196 -5.305
C -2.594 -1.633 -6.601
C -2.111 -3.043 -7.057
O -2.693 -4.054 -6.164
C -2.371 -5.282 -6.789
H -4.916 1.490 -3.350
H -4.794 1.358 -1.702
H -5.029 -0.109 -2.463
H -2.672 -1.073 -2.612
H -1.328 -0.026 -3.313
H -2.993 0.720 -5.098
H -3.951 -0.411 -4.783
H -1.020 -1.007 -5.201
H -2.644 -0.827 -7.333
H -3.663 -1.808 -6.482
H -1.048 -3.261 -7.158
H -2.457 -3.125 -8.088
H -1.299 -5.404 -6.941
H -2.884 -5.570 -7.706
H -2.597 -5.937 -5.948
C -0.223 4.846 -0.970
O 0.683 5.920 -0.848
C 0.764 6.442 0.482
C 1.909 7.484 0.625
N 1.472 8.828 0.188
C 2.597 9.789 0.142
C 3.121 10.204 1.517
O 2.270 11.046 2.254
C 2.997 12.064 3.055
H -0.256 4.027 -0.253
H 0.093 4.134 -1.732
H -1.209 5.280 -1.138
H 1.015 5.705 1.246
H -0.274 6.669 0.727
H 2.777 7.276 -0.001
H 2.242 7.574 1.659
H 0.945 9.125 0.998
H 2.377 10.680 -0.446
H 3.443 9.420 -0.437
H 4.151 10.537 1.389
H 3.283 9.334 2.153
H 3.356 11.600 3.974
H 2.371 12.913 3.330
H 3.815 12.611 2.586
C -7.226 4.195 4.758
O -5.919 4.148 4.284
C -5.196 3.058 4.855
C -3.628 3.317 4.892
N -3.189 4.231 3.827
C -2.888 3.503 2.550
C -2.742 4.514 1.347
O -4.001 5.113 1.201
C -4.030 6.540 0.727
H -7.761 3.285 4.485
H -7.845 4.977 4.318
H -7.302 4.332 5.836
H -5.554 2.159 4.353
H -5.569 2.805 5.848
H -3.048 2.394 4.867
H -3.377 4.056 5.653
H -4.011 4.730 3.516
H -3.795 2.924 2.376
H -2.003 2.912 2.785
H -2.336 4.121 0.414
H -1.967 5.268 1.485
H -3.854 7.187 1.586
H -5.001 6.758 0.283
H -3.335 6.699 -0.098
C 5.734 1.647 0.759
O 4.456 2.229 0.785
C 3.807 2.358 -0.490
C 4.534 3.026 -1.731
N 5.364 1.958 -2.484
C 6.089 2.541 -3.599
C 6.478 1.366 -4.558
O 5.353 1.180 -5.423
C 5.378 0.018 -6.238
H 5.654 0.657 0.310
H 6.262 1.630 1.713
H 6.359 2.297 0.146
H 2.875 2.910 -0.362
H 3.550 1.342 -0.790
H 5.209 3.795 -1.356
H 3.828 3.399 -2.472
H 4.809 1.149 -2.725
H 6.874 3.174 -3.184
H 5.362 3.167 -4.116
H 7.021 0.560 -4.063
H 7.130 1.690 -5.369
H 6.051 0.063 -7.094
H 4.421 -0.447 -6.471
H 5.698 -0.784 -5.573
C 2.717 -5.316 -3.786
O 1.514 -5.154 -3.121
C 0.758 -6.334 -2.810
C -0.505 -5.819 -2.219
N -0.204 -4.987 -1.026
C -1.434 -4.475 -0.509
C -2.229 -5.422 0.394
O -1.829 -5.603 1.727
C -2.184 -6.908 2.103
H 3.019 -4.334 -4.149
H 2.630 -6.002 -4.629
H 3.473 -5.619 -3.062
H 1.385 -7.041 -2.268
H 0.491 -6.934 -3.681
H -1.148 -6.695 -2.121
H -0.927 -5.198 -3.009
H 0.329 -4.172 -1.295
H -2.017 -4.056 -1.329
H -1.097 -3.576 0.007
H -2.425 -6.245 -0.294
H -3.190 -4.924 0.521
H -3.227 -7.182 1.941
H -2.180 -6.929 3.193
H -1.580 -7.542 1.454
C -8.431 1.423 1.827
O -7.603 0.339 1.457
C -6.220 0.720 1.406
C -5.380 -0.622 1.031
N -5.548 -1.531 2.230
C -4.497 -2.624 2.215
C -4.884 -3.713 3.222
O -6.212 -4.151 2.852
C -7.133 -4.639 3.724
H -8.399 2.345 1.247
H -8.333 1.654 2.888
H -9.356 0.849 1.760
H -5.830 1.150 2.328
H -6.067 1.410 0.577
H -4.327 -0.512 0.769
H -5.905 -1.074 0.190
H -6.462 -1.939 2.096
H -3.703 -2.072 2.719
H -4.309 -3.142 1.275
H -5.042 -3.366 4.243
H -3.966 -4.298 3.168
H -8.117 -4.830 3.297
H -7.261 -4.087 4.656
H -6.881 -5.626 4.113
C 5.043 -6.466 7.954
O 3.763 -5.980 8.308
C 2.837 -5.910 7.158
C 2.971 -4.462 6.630
N 2.566 -3.454 7.668
C 2.029 -2.184 7.281
C 0.937 -2.025 6.203
O -0.250 -2.553 6.788
C -1.378 -2.569 5.819
H 4.984 -7.527 7.713
H 5.692 -6.327 8.819
H 5.686 -5.944 7.245
H 1.830 -6.087 7.535
H 3.169 -6.579 6.364
H 2.417 -4.327 5.701
H 4.044 -4.451 6.435
H 3.268 -3.378 8.391
H 2.828 -1.453 7.152
H 1.630 -1.784 8.213
H 1.165 -2.499 5.249
H 0.932 -0.975 5.909
H -1.627 -1.582 5.430
H -2.283 -2.935 6.304
H -1.168 -3.217 4.968
C 1.304 -1.179 -3.050
O 1.037 -0.444 -4.189
C 1.885 -0.869 -5.351
C 1.268 -1.887 -6.293
N 2.272 -2.293 -7.282
C 3.185 -3.400 -6.906
C 3.941 -3.837 -8.202
O 3.116 -3.916 -9.333
C 3.815 -4.395 -10.561
H 1.010 -2.221 -3.179
H 0.678 -0.745 -2.270
H 2.351 -1.099 -2.754
H 2.827 -1.306 -5.020
H 2.007 -0.104 -6.118
H 0.425 -1.579 -6.912
H 0.952 -2.792 -5.773
H 1.853 -2.646 -8.130
H 2.537 -4.261 -6.741
H 3.907 -3.172 -6.122
H 4.511 -4.765 -8.156
H 4.844 -3.244 -8.350
H 4.146 -5.408 -10.332
H 4.674 -3.855 -10.961
H 3.170 -4.292 -11.434
O -1.805 1.313 0.275
C -0.398 0.914 0.289
C -0.203 -0.403 1.134
O -0.385 -0.100 2.499
H -2.097 1.714 -0.547
H -0.210 0.520 -0.710
H 0.347 1.691 0.463
H 0.756 -0.798 0.798
H -0.974 -1.149 0.941
H -1.087 -0.694 2.777
O 2.601 -0.797 3.403
C 3.562 -0.566 2.346
C 4.406 -1.778 2.036
O 3.775 -2.578 0.966
H 2.023 -0.049 3.572
H 3.274 0.014 1.470
H 4.268 0.138 2.787
H 4.412 -2.451 2.894
H 5.431 -1.480 1.816
H 3.244 -3.207 1.461
O 3.223 4.086 2.468
C 2.235 4.181 3.434
C 1.091 3.287 2.967
O 1.355 1.965 3.586
H 3.245 3.210 2.076
H 2.528 3.938 4.456
H 1.878 5.210 3.385
H 1.053 3.252 1.878
H 0.151 3.710 3.322
H 0.681 1.337 3.315
```

***

C5H14N2O | ωB97M-V/def2-TZVPD

- ΔE to the lowest compared entry with this formula, charge and spin: 68.5 kcal per mole
- Total charge: 0
- Maximum force: 0.0394 Eh/bohr

```
22
C5H14N2O, DFT ωB97M-V/def2-TZVPD
C 1.638 -0.751 1.865
C 0.753 -1.417 1.159
C -0.408 -0.868 0.402
C -0.494 0.652 0.243
N -0.932 1.192 1.557
C -1.423 1.213 -0.828
N -1.023 0.735 -2.157
H 1.650 0.318 2.018
H 2.489 -1.135 2.430
H 0.536 -2.494 1.190
H -0.314 -1.289 -0.603
H -1.347 -1.341 0.738
H 0.584 0.853 0.075
H -0.950 2.130 1.928
H -0.464 0.636 2.258
H -1.322 2.298 -0.836
H -2.395 0.911 -0.429
H -0.482 1.446 -2.611
H -1.773 0.257 -2.636
O 1.857 -1.461 -2.039
H 1.314 -1.052 -1.343
H 2.505 -0.835 -2.382
```

***

C5H14N2O2 | ωB97M-V/def2-TZVPD

- ΔE to the lowest compared entry with this formula, charge and spin: 14.3 kcal per mole
- Total charge: 0
- Maximum force: 0.0338 Eh/bohr

```
23
C5H14N2O2, DFT ωB97M-V/def2-TZVPD
H -3.450 0.558 -0.501
N -2.474 0.834 -0.579
C -1.749 0.469 0.414
N -2.159 -0.275 1.470
C -0.304 0.892 0.435
C 0.656 -0.294 0.620
O 0.559 -0.820 1.940
C 2.107 0.087 0.308
C 2.378 0.260 -1.181
H -1.442 -0.735 2.015
H -3.051 -0.742 1.411
H -0.163 1.600 1.257
H -0.095 1.402 -0.501
H 0.343 -1.110 -0.038
H 0.960 -0.187 2.547
H 2.743 -0.714 0.695
H 2.365 1.006 0.844
H 2.063 -0.626 -1.726
H 3.440 0.420 -1.354
H 1.839 1.114 -1.584
O -1.208 -1.213 -2.007
H -1.648 -1.548 -2.790
H -1.710 -0.380 -1.696
```

***

C4H15NO2 | ωB97M-V/def2-TZVPD

- ΔE to the lowest compared entry with this formula, charge and spin: 64.1 kcal per mole
- Total charge: 0
- Maximum force: 0.0757 Eh/bohr

```
22
C4H15NO2, DFT ωB97M-V/def2-TZVPD
C -0.686 1.496 -1.706
C 0.315 0.251 -1.838
C 1.420 0.594 -0.756
C 2.900 0.745 -1.211
N 1.109 -0.407 0.293
H -1.232 1.609 -2.692
H -1.416 1.559 -0.896
H -0.154 2.450 -1.725
H 0.947 0.279 -2.794
H -0.305 -0.666 -1.998
H 1.427 1.621 -0.139
H 3.598 0.716 -0.427
H 3.207 -0.098 -1.896
H 2.940 1.774 -1.738
H 1.264 -0.126 1.305
H 1.472 -1.299 0.159
O -3.859 0.906 2.540
H -4.673 0.647 3.036
H -4.055 0.853 1.618
O -1.118 -4.106 3.536
H -1.572 -4.081 4.371
H -1.529 -4.717 2.957
```